Here is a cluster of 2 separate species, S2 in total from OMol25. Energies are from wB97M-V/def2-TZVPD.

Output
⟨S²⟩: 0.76
Charge: -1
Spin multiplicity: 2
Max |F| in eV Å⁻¹: 1.83
Frontier orbital gap (alpha / beta) in eV: 5.04 / 3.90
Energy relative to the best compared isomer or geometry (same formula, charge and spin) in kcal per mole: 118.92
Highest occupied orbital energy (alpha / beta) in eV: -4.02 / -2.80

XYZ file:
```
2
S2 (wB97M-V/def2-TZVPD)
S 0.000 0.000 -1.867
S 0.000 0.000 1.867
```